Molecular formula: C32H36BF3GeN5O21STi
Method: DFT, the ωB97M-V functional and the def2-TZVPD basis

Results
Gap between HOMO and LUMO (alpha / beta) ... 3.94 / 6.98 eV
Charge ... -2
2S+1 ... 4

Each line ends with the Mulliken spin population.
Element x y z (Å)
Ti -1.0667 -1.0145 -0.2788  0.027
C 0.5417 -2.9737 -2.9778  -0.001
C 1.0565 -2.7936 -1.5549  0.011
C 2.5508 -2.5140 -1.5387  -0.009
C 0.7016 -4.0033 -0.7044  0.002
O 0.4145 -1.6292 -0.9842  -0.020
Ge 0.2054 0.7417 -3.0804  -0.001
O -2.2174 -1.6039 -1.5087  0.003
C -3.4396 -1.4086 -2.2231  -0.007
C -3.9814 -0.0119 -1.9434  0.014
C -4.4374 -2.4720 -1.7854  0.000
C -3.1116 -1.5664 -3.7048  -0.001
O 1.5735 1.6178 -2.4341  0.001
C 2.2347 2.7909 -1.9379  -0.010
C 2.1438 3.8849 -2.9950  0.001
C 3.6834 2.3763 -1.7080  0.001
C 1.6062 3.2265 -0.6242  0.028
H 0.9082 -3.9191 -3.3819  0.000
H -0.5488 -2.9890 -2.9780  0.000
H 0.8809 -2.1630 -3.6215  -0.001
H 3.0816 -3.3048 -2.0726  0.001
H 2.7579 -1.5592 -2.0261  -0.003
H 2.9272 -2.4768 -0.5176  0.009
H 1.2535 -4.8737 -1.0642  0.002
H 0.9604 -3.8318 0.3389  -0.002
H -0.3676 -4.2153 -0.7651  -0.001
H -4.1194 0.1288 -0.8696  -0.003
H -3.2987 0.7452 -2.3278  -0.002
H -4.9485 0.1164 -2.4341  -0.001
H -4.6958 -2.3456 -0.7356  0.000
H -5.3460 -2.3854 -2.3854  0.000
H -4.0170 -3.4669 -1.9317  0.000
H -2.3563 -0.8377 -4.0018  0.002
H -2.7278 -2.5693 -3.9006  0.000
H -4.0059 -1.4093 -4.3110  0.000
H 2.6016 3.5436 -3.9262  0.001
H 1.1064 4.1566 -3.1925  -0.010
H 2.6755 4.7770 -2.6556  0.001
H 4.1151 1.9999 -2.6374  0.000
H 4.2726 3.2303 -1.3671  0.000
H 3.7334 1.5992 -0.9449  0.000
H 0.5934 3.5993 -0.7764  -0.006
H 1.5907 2.4016 0.0881  -0.009
H 2.1961 4.0342 -0.1843  0.001
F -2.7864 -4.8880 2.2927  0.000
C -3.2574 -3.9597 1.4711  0.000
F -4.5888 -3.8994 1.6152  0.000
F -2.9927 -4.3317 0.2149  0.000
S -2.5145 -2.3131 1.8522  -0.010
O -2.5310 -2.2431 3.2693  0.001
O -3.2624 -1.3435 1.0691  0.007
O -1.1744 -2.4434 1.2085  0.016
O 3.2358 0.7444 1.3427  -0.009
C 2.5414 -0.2192 1.5396  0.005
O 1.1980 -0.1659 1.3899  -0.038
C 3.0776 -1.5643 1.8985  -0.011
C 4.4445 -1.7595 1.8081  0.077
C 5.0021 -3.0239 2.0900  0.052
C 4.1524 -4.0791 2.4750  0.103
C 2.8012 -3.8316 2.5570  0.012
C 2.2153 -2.5993 2.2788  0.131
N 1.9220 -4.9510 2.9319  -0.004
O 2.4278 -5.9682 3.3734  0.001
O 0.7213 -4.8033 2.7921  -0.009
N 6.3624 -3.2411 1.9760  0.170
O 7.1076 -2.2784 1.6162  0.214
O 6.8184 -4.4032 2.2252  0.205
H 5.0949 -0.9534 1.5061  0.021
H 4.5694 -5.0489 2.6879  0.022
H 1.1505 -2.4549 2.3654  0.041
O -3.7304 6.4509 -0.0483  -0.007
N -3.6401 5.5332 0.7476  0.001
O -4.0753 5.5725 1.8827  -0.007
C -2.9592 4.3126 0.3144  -0.006
C -2.4711 4.2416 -0.9718  0.207
C -1.8418 3.0772 -1.4015  -0.107
C -1.6697 1.9621 -0.5383  0.115
O -1.0776 0.8367 -0.9315  0.014
C -2.1706 2.1188 0.7766  -0.079
C -2.8196 3.2704 1.2029  0.181
N -2.0476 1.1020 1.7285  0.304
O -2.6022 1.1271 2.8349  0.500
O -1.0300 0.1982 1.5422  0.010
N -1.3472 3.1232 -2.7175  0.327
O -1.2143 1.9523 -3.3889  0.054
O -1.3378 4.1785 -3.3870  0.424
H -2.5730 5.0643 -1.6595  0.007
H -3.1732 3.3320 2.2194  0.011
O 0.4174 2.0452 2.2294  0.001
B 0.3224 0.5877 2.2456  0.023
O 0.3482 0.1862 3.6406  0.010
C 0.3492 1.3260 4.3685  -0.013
C 0.3206 1.4665 5.7354  0.000
C 0.3364 2.7677 6.2528  0.000
C 0.3795 3.8716 5.4170  -0.001
C 0.4105 3.7210 4.0246  0.011
C 0.3953 2.4408 3.5261  0.003
H 0.2831 0.5952 6.3756  0.000
H 0.3127 2.9108 7.3262  0.000
H 0.3884 4.8673 5.8431  0.000
H 0.4451 4.5734 3.3582  0.000

Molecular formula: C32H36BFeN10SSb
Method: DFT, the ωB97M-V functional and the def2-TZVPD basis

Results
Gap between HOMO and LUMO (alpha / beta) ... 7.93 / 6.00 eV
Charge ... +3
2S+1 ... 6

Each line ends with the Mulliken spin population.
Element x y z (Å)
Fe 0.9502 -0.0934 -0.0220  4.265
C 0.4309 -4.3018 -0.3916  0.009
C 0.1077 -3.0171 -0.7804  -0.002
N 0.7047 -2.1221 0.0260  0.064
N 1.4185 -2.8332 0.9420  0.026
C 1.2724 -4.1390 0.7030  0.028
B 2.2003 -2.0259 2.0354  -0.052
N 1.1708 -1.0441 2.6791  0.016
C 0.8251 -0.9091 3.9648  0.041
C -0.0835 0.1357 4.0734  0.010
C -0.2407 0.6049 2.7811  0.013
N 0.5097 -0.1221 1.9398  0.111
N 3.2771 -1.1394 1.2914  0.007
C 4.6112 -1.1801 1.3422  0.031
C 5.1282 -0.1411 0.5773  0.009
C 4.0147 0.5015 0.0688  -0.005
N 2.8983 -0.1098 0.4909  0.112
N 2.8364 -2.8684 3.0899  0.000
C 3.7146 -2.4687 4.0634  0.000
C 3.7294 -3.4239 5.0368  0.000
C 2.7970 -4.3882 4.5949  0.000
N 2.2545 -4.0498 3.4457  0.001
H 0.0925 -5.2295 -0.8190  0.002
H -0.5621 -2.6796 -1.5614  0.000
H 1.7381 -4.8656 1.3461  0.000
H 1.2363 -1.5533 4.7259  0.002
H -0.5516 0.5032 4.9694  0.002
H -0.8495 1.4142 2.4080  -0.005
H 5.1178 -1.9344 1.9204  0.001
H 6.1630 0.1226 0.4468  0.001
H 3.9531 1.3901 -0.5426  0.000
H 4.2465 -1.5332 4.0046  0.000
H 4.3225 -3.4401 5.9343  0.000
H 2.5106 -5.3114 5.0733  0.000
N 4.4405 -0.5738 -4.8041  0.001
C 3.0211 -0.7426 -4.3160  0.005
C 2.8773 -0.3237 -2.8499  -0.002
N 1.5115 -0.5365 -2.3480  0.059
H 4.5322 -0.8702 -5.7803  0.000
H 5.1003 -1.1334 -4.2567  0.000
H 4.7490 0.4009 -4.7555  0.000
H 2.7672 -1.7928 -4.4545  0.000
H 2.3907 -0.1422 -4.9698  0.000
H 3.1247 0.7342 -2.7349  0.001
H 3.5656 -0.8962 -2.2230  -0.001
H 1.2386 -1.5048 -2.4958  -0.006
H 0.8563 0.0598 -2.8509  0.000
S 0.1317 1.9084 -0.7062  0.202
Sb -2.2358 1.9591 -0.6256  0.020
C -2.9118 1.2786 -2.4772  0.001
C -3.9225 0.3231 -2.5315  0.002
C -4.4336 -0.0480 -3.7687  0.000
C -3.9413 0.5357 -4.9269  0.001
C -2.9363 1.4948 -4.8636  0.003
C -2.4157 1.8741 -3.6360  0.003
C -2.7379 3.9318 -0.2174  0.006
C -1.8268 4.9625 -0.4157  0.005
C -2.2450 6.2666 -0.1903  0.002
C -3.5462 6.5208 0.2211  0.000
C -4.4466 5.4811 0.4127  0.001
C -4.0498 4.1711 0.1907  0.000
C -2.8645 0.6694 0.8790  -0.008
C -3.4264 1.1994 2.0372  -0.002
C -3.7833 0.3377 3.0668  0.001
C -3.5661 -1.0271 2.9376  0.000
C -2.9983 -1.5483 1.7807  0.006
C -2.6461 -0.7007 0.7419  0.035
H -4.3263 -0.1191 -1.6281  0.000
H -5.2272 -0.7811 -3.8240  0.000
H -4.3555 0.2555 -5.8862  0.000
H -2.5793 1.9653 -5.7701  0.000
H -1.6542 2.6449 -3.5858  0.000
H -0.8081 4.7632 -0.7233  -0.004
H -1.5528 7.0848 -0.3348  0.000
H -3.8633 7.5403 0.3950  0.000
H -5.4589 5.6874 0.7329  0.000
H -4.7572 3.3613 0.3304  0.000
H -3.5858 2.2659 2.1416  0.000
H -4.2340 0.7335 3.9670  0.000
H -3.8492 -1.6932 3.7418  0.000
H -2.8436 -2.6152 1.6868  0.000
H -2.2219 -1.1103 -0.1702  -0.017

Molecular formula: C32H36BaN4OPSSe2Si
Method: DFT, the ωB97M-V functional and the def2-TZVPD basis

Results
Gap between HOMO and LUMO (alpha / beta) ... 5.55 / 5.89 eV
Charge ... -2
2S+1 ... 2

Each line ends with the Mulliken spin population.
Element x y z (Å)
Ba 0.7139 0.0828 -0.5471  -0.030
N -1.4653 -0.7789 2.6169  -0.002
C -0.7505 -0.5045 3.7555  -0.035
C -0.6817 -1.4905 4.7548  0.096
C 0.0721 -1.3049 5.8990  -0.049
C 0.7313 -0.1166 6.1056  0.064
C 0.6577 0.9205 5.1547  -0.094
C 1.2182 2.1840 5.4290  0.471
C 0.9696 3.2271 4.5459  -0.188
C 0.3093 2.9983 3.3778  0.323
N -0.0805 1.7279 2.9692  0.065
C -0.0552 0.7040 3.9447  0.089
H -1.7137 -0.0042 2.0149  -0.004
H -2.1398 -1.5257 2.6708  0.004
H -1.2212 -2.4166 4.5998  0.011
H 0.1332 -2.0967 6.6385  -0.001
H 1.2912 0.0558 7.0143  0.001
H 1.7775 2.3379 6.3412  0.037
H 1.2965 4.2326 4.7808  -0.011
H 0.1107 3.7744 2.6528  0.056
C 0.4610 2.4532 -3.6888  -0.001
C 1.8202 2.4494 -3.0570  0.003
C 2.8833 3.1505 -3.6017  -0.002
C 4.1094 3.1023 -2.9325  0.001
C 4.2205 2.3929 -1.7703  -0.003
C 3.0837 1.7047 -1.2510  0.003
N 1.9282 1.7442 -1.9439  0.001
N 3.0573 1.0248 -0.1263  0.001
Si 4.2733 0.8677 1.0444  -0.006
C 3.4734 -0.0463 2.5024  -0.009
C 4.9321 2.5342 1.7456  -0.003
C 5.7925 -0.1659 0.4581  0.000
H 0.4327 3.0885 -4.5719  0.000
H -0.2678 2.8116 -2.9621  0.000
H 0.1884 1.4327 -3.9570  0.000
H 2.7697 3.7114 -4.5184  0.000
H 4.9633 3.6369 -3.3390  0.000
H 5.1537 2.3381 -1.2312  0.000
H 2.7696 0.6054 3.0113  0.006
H 4.2053 -0.3794 3.2315  -0.001
H 2.9213 -0.9143 2.1539  0.001
H 4.1072 3.0660 2.2112  0.005
H 5.3347 3.1766 0.9666  0.001
H 5.7057 2.3941 2.4955  0.001
H 5.4391 -1.0215 -0.1075  0.000
H 6.3848 -0.5392 1.2889  0.000
H 6.4550 0.4009 -0.1919  0.000
Se -1.1882 -1.9206 -1.8394  -0.001
P -3.3476 -1.5218 -1.9788  0.001
Se -4.3698 -0.3040 -0.5386  -0.001
C -3.7479 -0.9024 -3.6590  0.000
C -3.9706 0.4478 -3.8864  0.000
C -4.2084 0.9050 -5.1698  0.000
C -4.2170 0.0194 -6.2351  0.000
C -3.9649 -1.3264 -6.0133  0.000
C -3.7239 -1.7850 -4.7333  0.000
C -4.3371 -3.0700 -2.0161  0.000
C -5.7027 -2.9981 -2.2583  0.000
C -6.4723 -4.1430 -2.2107  0.000
C -5.8857 -5.3643 -1.9188  0.000
C -4.5236 -5.4375 -1.6795  0.000
C -3.7494 -4.2903 -1.7232  0.000
H -3.9720 1.1230 -3.0407  0.000
H -4.3932 1.9567 -5.3421  0.000
H -4.4205 0.3721 -7.2385  0.000
H -3.9583 -2.0201 -6.8442  0.000
H -3.5125 -2.8305 -4.5502  0.000
H -6.1514 -2.0338 -2.4596  0.000
H -7.5389 -4.0848 -2.3892  0.000
H -6.4989 -6.2555 -1.8657  0.000
H -4.0710 -6.3920 -1.4499  0.000
H -2.6838 -4.3149 -1.5344  0.000
C 1.9742 -2.8485 -1.9649  0.000
O 1.1986 -1.8749 -1.4086  -0.002
H 2.9755 -2.4684 -2.2285  0.000
H 1.5241 -3.2510 -2.8929  0.000
H 2.1304 -3.7055 -1.2808  0.000
S -0.6666 2.7023 0.6110  0.135
C -0.2676 1.4583 1.6588  0.068

Calculated energy in order - -183511.327; -101084.000; -201168.548 eV
Calculated ΔE to the lowest compared entry with this formula, charge and spin in order - 0.000; 0.000; 1.610 eV